Below is C4H5NO in the gas phase, with properties calculated with the ωB97M-V functional and the def2-TZVPD basis.

Computed properties:
**LUMO energy**: -0.9 eV
**Energy relative to the best compared isomer or geometry (same formula, charge and spin)**: 398.5 kJ/mol
**Highest occupied orbital energy**: -8.6 eV
**Gap between HOMO and LUMO**: 7.7232 eV
**E_tot**: -285.2628 hartree

Geometry as XYZ:
```
11
Properties=species:S:1:pos:R:3:forces:R:3
O 2.1586 -1.0162 0.1259 -0.3 0.0 0.0
N 1.9787 1.5052 -0.2279 -0.9 -0.1 0.0
C 0.8303 1.0594 -0.1548 0.7 -0.2 0.0
C -1.4811 -0.0962 0.0253 -0.1 0.0 0.0
C 0.0154 -0.0225 0.0050 0.1 0.0 0.0
C 0.9374 -1.1265 0.1514 0.1 0.0 0.0
H 0.7378 2.2289 -0.3189 0.2 0.2 0.0
H 0.4607 -2.1157 0.2920 0.1 0.1 0.0
H -1.9343 0.2391 -0.9144 0.1 -0.1 0.1
H -1.7802 -1.1393 0.1733 0.1 0.2 0.0
H -1.9233 0.4837 0.8432 0.1 -0.1 -0.1
```
Forces are in eV/Å.